# 1
Computed, not measured: C12H23CaClF6NO4P2 as an isolated structure at a distorted geometry, with the ωB97M-V functional and the def2-TZVPD basis.

```
! RIJCOSX wB97M-V def2-TZVPD def2/J DEFGRID3
* xyz 1 1
C -3.22915 -3.05175 0.70334
C -2.69126 -2.64048 -0.67414
N -1.67227 -1.64408 -0.41581
P -0.90658 -0.87220 -1.83709
Cl -2.81259 -0.05869 -2.47048
P 0.16531 0.32034 -3.56568
O -0.64054 1.71092 -3.84481
O -0.26217 -0.56388 -4.87462
O 0.63858 -1.44319 -1.42674
C 1.21613 -0.77211 -0.34592
C 2.72937 -0.77383 -0.37612
C 3.30308 -1.94877 0.40228
C 3.13088 -1.79005 1.89012
F 3.34886 -3.01948 2.51819
C 0.43381 0.54901 -0.05388
C 1.17066 1.88061 -0.18132
C 1.29312 2.64417 1.15530
C 0.28432 3.75928 1.39450
C -1.18432 3.45365 1.22579
F -1.87099 4.60065 1.53238
F -1.50379 3.13941 -0.04974
C -1.76043 2.33199 2.16856
F -2.73618 2.82576 2.96116
F -2.27462 1.31561 1.45351
F -0.79900 1.82916 2.97836
O -0.63159 0.57519 -0.98800
H -2.97184 -4.09784 0.93674
H -2.77953 -2.37788 1.46329
H -4.30006 -2.90363 0.77919
H -2.31853 -3.53173 -1.18204
H -3.51922 -2.24520 -1.24054
H -0.94487 -2.11640 0.11537
H -1.15426 -1.96951 -2.69460
H -0.00810 2.42414 -3.99279
H -0.13677 0.00188 -5.64974
H 0.96905 -1.40540 0.52078
H 3.06941 -0.87180 -1.40013
H 3.16318 0.14012 0.01292
H 2.82531 -2.87452 0.10317
H 4.36095 -2.05887 0.20701
H 2.12704 -1.47817 2.16327
H 3.84697 -1.09705 2.31408
H 0.01381 0.40962 0.93948
H 2.17834 1.69879 -0.52698
H 0.68943 2.48398 -0.93488
H 1.29787 1.93788 1.97275
H 2.27065 3.11071 1.17673
H 0.48539 4.58101 0.71979
H 0.39352 4.15669 2.39625
Ca -2.29638 -4.27406 2.52174
*
```

Energy above the lowest of the compared OMol25 structures with the same formula, charge and spin ... 0.0 kJ/mol
Frontier orbital gap ... 2.11 eV
DFT total energy ... -3246.11232 Eh
HOMO energy ... -8.702 eV

---

# 2
Computed, not measured: C12H23CoN2O2P2 as an isolated structure at a distorted geometry, with the ωB97M-V functional and the def2-TZVPD basis.

```
! RIJCOSX wB97M-V def2-TZVPD def2/J DEFGRID3
* xyz 2 5
Co 1.10342 0.41138 0.48886
P 1.69818 -0.03509 -1.52655
C 0.51560 -1.31066 -1.93884
C -0.19703 -1.87826 -0.85877
N -0.14006 -1.20424 0.35140
C -0.89482 -1.52237 1.39470
C -1.63287 -2.71051 1.41728
C -1.65595 -3.48781 0.25050
C -0.99417 -3.04890 -0.88858
C -0.82693 -0.56948 2.56134
P -0.31613 1.15089 2.00088
H -1.04274 -3.58188 -1.84466
H -2.13071 -3.00818 2.33643
H -2.20687 -4.42524 0.23750
H -1.79013 -0.52551 3.08440
H -0.06405 -0.89466 3.28282
H -1.37480 -0.20854 -2.96782
H 0.40712 -1.75482 -2.93404
H -1.76207 1.91239 -2.30142
O -1.99096 0.53058 -3.14844
H -2.53713 0.28054 -3.91153
H 0.45870 1.88068 0.62758
O -1.35251 2.68288 -1.81522
H -1.85026 2.76933 -0.97830
C -1.90926 1.92982 1.63718
H -2.58203 1.80415 2.49477
H -1.72094 2.99630 1.45694
H -2.33937 1.46122 0.74207
C 0.31152 1.93601 3.49792
H 0.47235 3.00093 3.27627
H -0.41482 1.83187 4.32153
H 1.26656 1.46051 3.76919
C 3.35687 -0.79398 -1.48642
H 3.58427 -1.27320 -2.44969
H 4.09638 -0.00026 -1.29645
H 3.38487 -1.53356 -0.67088
C 1.76347 1.19131 -2.84742
H 2.61916 1.85067 -2.65364
H 1.90672 0.68406 -3.81625
H 0.83120 1.76812 -2.83658
N 3.41426 0.00785 2.34942
C 2.53597 0.22563 1.59253
*
```

Frontier orbital gap (spin up / spin down) ... 7.96 / 6.88 eV
DFT total energy ... -2795.83606 Eh
HOMO energy (spin up / spin down) ... -15.612 / -16.726 eV

---

# 3
Computed, not measured: C12H23F2N5O7PRbS2 as an isolated structure at a distorted geometry, with the ωB97M-V functional and the def2-TZVPD basis.

```
! RIJCOSX wB97M-V def2-TZVPD def2/J DEFGRID3
* xyz 0 1
Rb 1.00398 -0.09279 -1.84745
N 2.44283 -1.62172 -4.29215
S 2.54732 -2.41220 -5.43144
O 1.31694 -2.90999 -6.02777
O 3.79116 -3.02975 -5.70551
F 2.70701 -1.21854 -6.53705
S 2.18375 -3.04665 -3.30195
O 1.80152 -4.36120 -3.82067
O 1.88724 -2.71931 -1.85909
F 3.73110 -3.38510 -2.94140
C -3.70121 -2.08849 -7.23413
C -4.14699 -3.08511 -6.39319
C -3.33331 -3.48439 -5.29384
C -2.25893 -2.61122 -4.97739
C -2.07087 -1.38947 -5.65599
C -2.73734 -1.20754 -6.84893
N -1.41131 -2.95124 -3.82734
O -1.43167 -4.04413 -3.43414
O -0.83437 -2.01404 -3.23265
H -4.31607 -1.94511 -8.11036
H -4.95637 -3.72298 -6.71635
H -3.56932 -4.29842 -4.62447
H -1.19818 -0.79324 -5.43390
H -2.55383 -0.31774 -7.43286
O -1.39532 2.46432 3.10982
P -0.12455 2.12859 3.77859
N 0.94423 1.42371 2.67419
C 0.39077 0.71996 1.51110
C 2.39265 1.80305 2.71881
N -0.08077 0.98185 4.97109
C -1.34344 0.31047 5.36466
C 0.99839 0.72004 5.80506
N 0.61898 3.42079 4.70751
C 0.11295 3.87378 6.03785
C 1.09295 4.51341 3.94754
H 0.24991 1.52732 0.79247
H -0.57139 0.30063 1.80521
H 1.03637 -0.08052 1.14982
H 3.14498 1.16242 2.25867
H 2.60566 2.10623 3.74390
H 2.53639 2.72875 2.16157
H -1.20736 -0.76592 5.25994
H -1.90142 0.64371 6.23971
H -2.13872 0.44282 4.63109
H 0.89062 -0.12852 6.48065
H 1.81650 0.59361 5.09597
H 1.35055 1.55398 6.41222
H 0.95109 4.29553 6.59260
H -0.42490 4.81585 5.93151
H -0.46419 3.07965 6.51152
H 0.23214 5.16268 3.78762
H 1.42410 4.13074 2.98214
H 1.96970 4.82144 4.51720
*
```

Energy above the lowest of the compared OMol25 structures with the same formula, charge and spin ... 12.4 kJ/mol
Frontier orbital gap ... 8.12 eV
DFT total energy ... -2632.82350 Eh
HOMO energy ... -8.915 eV

---

# 4
Computed, not measured: C12H23F2N5O7PRbS2 as an isolated structure at a distorted geometry, with the ωB97M-V functional and the def2-TZVPD basis.

```
! RIJCOSX wB97M-V def2-TZVPD def2/J DEFGRID3
* xyz 0 1
Rb -0.54712 4.49800 -0.11873
N 4.52100 5.77092 2.17573
S 6.00252 5.54683 2.17192
O 6.98196 6.68410 2.22195
O 6.38737 4.32493 1.50639
F 6.04008 5.03371 3.78551
S 4.55394 6.11953 0.55695
O 4.30429 5.03464 -0.32667
O 5.17938 7.32067 0.07432
F 3.11481 6.76452 0.55473
C -3.58103 0.15727 -3.03078
C -4.30057 -1.01767 -2.73936
C -5.37710 -0.92602 -1.81018
C -5.82462 0.33832 -1.39207
C -5.10285 1.51184 -1.73467
C -3.91106 1.36639 -2.43819
N -7.05039 0.34663 -0.35198
O -7.72518 1.34161 -0.30794
O -7.20553 -0.58618 0.39495
H -2.74187 0.08414 -3.70670
H -3.95794 -1.98606 -3.07284
H -5.85895 -1.84101 -1.49871
H -5.52506 2.44730 -1.39844
H -3.25628 2.19906 -2.64869
O 0.30133 0.06049 -0.09050
P 0.51427 -1.39704 0.21171
N 1.39145 -2.22858 -1.11611
C 2.86427 -1.93489 -1.43281
C 0.73196 -3.09269 -2.07940
N -0.92513 -2.07183 0.78602
C -1.08582 -3.58708 0.81639
C -1.93701 -1.31100 1.53979
N 1.67218 -1.49615 1.48352
C 2.17340 -2.79102 2.03733
C 2.43748 -0.26916 1.93349
H 3.34134 -2.89801 -1.61424
H 3.35635 -1.24255 -0.74972
H 2.94503 -1.29563 -2.31197
H 1.14624 -4.09843 -2.00894
H 0.81665 -2.79665 -3.12500
H -0.26338 -3.33677 -1.70815
H -2.08904 -3.92650 0.55862
H -0.38872 -3.98817 0.08068
H -0.70866 -3.81750 1.81276
H -1.79746 -0.23575 1.42816
H -2.90602 -1.80400 1.46178
H -1.71333 -1.50788 2.58827
H 1.34224 -3.42527 2.34555
H 2.70485 -3.40750 1.31234
H 2.85291 -2.70099 2.88484
H 2.36855 0.55314 1.22133
H 3.49031 -0.55075 1.91488
H 2.24378 0.06464 2.95288
*
```

Energy above the lowest of the compared OMol25 structures with the same formula, charge and spin ... 0.0 kJ/mol
Frontier orbital gap ... 6.74 eV
DFT total energy ... -2632.82820 Eh
HOMO energy ... -8.744 eV

---

# 5
Computed, not measured: C12H23LiN3O3 as an isolated structure at a distorted geometry, with the ωB97M-V functional and the def2-TZVPD basis.

```
! RIJCOSX wB97M-V def2-TZVPD def2/J DEFGRID3
* xyz 1 1
Li 0.84862 0.68917 -1.34387
O 2.62363 0.78154 -0.87492
C 3.62842 0.96534 -1.59597
O 1.20500 0.51297 -3.12478
C 2.33198 0.54608 -3.64085
O 2.52701 0.37062 -4.93430
N 3.53176 0.80109 -2.98565
C 3.95594 0.49811 -5.22793
C 4.64074 0.86320 -3.94381
H 4.06607 1.27065 -5.99240
H 4.30435 -0.46830 -5.60578
H 5.06489 1.87098 -3.98557
H 5.42326 0.14612 -3.69422
C 4.93642 1.33137 -1.10405
C 5.26852 1.21772 0.20357
H 5.64125 1.70649 -1.85325
H 4.60854 0.72756 0.92037
H 6.24159 1.58887 0.52617
C 0.78079 0.51235 1.80806
N 0.50325 -0.89139 1.75055
C 0.34121 -1.61670 2.98387
C 0.63196 -1.61667 0.51754
C -0.65319 -1.60175 -0.32824
N -0.98203 -0.25251 -0.87395
C -1.50400 -0.36282 -2.25029
C -2.01128 0.42124 -0.06164
H 0.75554 0.81283 2.86370
H 0.00045 1.08026 1.27235
H 1.74632 0.78270 1.34808
H -0.67806 -1.51733 3.40244
H 0.51717 -2.68618 2.79672
H 1.03505 -1.25273 3.76185
H 1.49198 -1.23081 -0.06808
H 0.82336 -2.66895 0.77704
H -0.52063 -2.28874 -1.17629
H -1.49182 -1.96026 0.29839
H -2.24552 -1.17398 -2.33608
H -1.98597 0.58244 -2.52058
H -0.67790 -0.54742 -2.94812
H -1.67975 0.52905 0.97449
H -2.18707 1.41138 -0.50128
H -2.96722 -0.13245 -0.06696
*
```

Energy above the lowest of the compared OMol25 structures with the same formula, charge and spin ... 0.0 kJ/mol
Frontier orbital gap ... 6.42 eV
DFT total energy ... -868.39987 Eh
HOMO energy ... -10.351 eV